No. 1
Here is an isolated molecule of C5H11F in a non-equilibrium geometry from OMol25. Energies are from the ωB97M-V functional and the def2-TZVPD basis.

CARTESIAN COORDINATES (ANGSTROEM)
1 C -1.9054 1.4201 -0.2684
2 C -0.9164 0.5008 0.3641
3 C 0.3608 0.4174 -0.4655
4 C 1.4800 -0.3852 0.1582
5 C 1.1872 -1.8352 0.2833
6 F 2.5623 -0.2928 -0.6680
7 H -2.1567 1.1211 -1.2829
8 H -2.8410 1.3295 0.2658
9 H -1.6211 2.4739 -0.2621
10 H -0.6825 0.8762 1.3831
11 H -1.4061 -0.5184 0.5538
12 H 0.1446 0.0142 -1.4502
13 H 0.6943 1.4288 -0.6338
14 H 1.7378 0.0257 1.1051
15 H 0.9776 -2.1938 -0.7115
16 H 2.0137 -2.3934 0.6597
17 H 0.3709 -1.9890 0.9695

Atoms 1-6, force components in eV/Å:
-1.0609 0.1959 -0.1575
0.1930 -1.2912 1.0464
-0.3878 -0.3160 0.3802
-0.9461 -0.0759 -0.2558
-0.5207 -0.0972 0.0055
1.3708 0.4465 -0.7773

Calculated values
- Frontier orbital gap: 12.42 eV
- Structure (SMILES): CCC[C@@H](C)F
- Total charge: 0
- E: -296.9693 Ha
- ΔE to the lowest compared entry with this formula, charge and spin: 6.4 kJ/mol
- E_HOMO: -11.24 eV

---

No. 2
Here is a cluster of 2 separate species, C5H11FN3O in total in a non-equilibrium geometry from OMol25. Energies are from the ωB97M-V functional and the def2-TZVPD basis.

CARTESIAN COORDINATES (ANGSTROEM)
1 C -0.1342 -2.1701 -1.2854
2 C 1.2546 -0.7325 1.7659
3 C -0.8972 2.7136 -0.9279
4 C -1.2685 1.3375 -1.6113
5 C -0.4641 0.2589 -1.4450
6 N 1.0665 -1.8068 2.4632
7 N -0.6069 -1.0029 -1.8623
8 N 0.6966 0.4130 2.0450
9 O 0.2710 -2.3132 -0.1640
10 F 0.7210 0.3789 -0.7700
11 H -0.1304 -2.9753 -2.1057
12 H 0.1276 3.0261 -1.0605
13 H -1.5297 3.5342 -1.2083
14 H -1.1100 2.3594 0.1924
15 H 2.1123 -0.6860 1.0679
16 H -2.1714 1.3657 -2.1841
17 H 1.6986 -2.5690 2.3738
18 H 0.3391 -1.8723 3.1525
19 H -0.8867 -1.1018 -2.8470
20 H 0.8705 1.3381 1.6055
21 H 0.0414 0.5045 2.8054

Atoms 1-6, force components in eV/Å:
-0.1593 -0.2784 -2.0459
2.0378 1.1526 -0.1906
-0.7022 -3.1624 1.8921
2.2706 0.7344 0.7817
-0.8551 3.4415 0.9195
-0.2904 0.0128 0.3692

Calculated values
- Frontier orbital gap: 9.26 eV
- Total charge: +1
- E: -536.2359 Ha
- ΔE to the lowest compared entry with this formula, charge and spin: 0.0 kJ/mol
- E_HOMO: -12.18 eV

---

No. 3
Here is a cluster of 2 separate species, C5H11FNO in total in a non-equilibrium geometry from OMol25. Energies are from the ωB97M-V functional and the def2-TZVPD basis.

CARTESIAN COORDINATES (ANGSTROEM)
1 C -0.7588 -1.1953 -0.1735
2 C -1.0456 0.1492 -0.7396
3 C 0.8165 -1.2665 0.0581
4 C -0.5083 1.3837 -0.0290
5 C 1.0705 -0.1066 0.9386
6 N 0.9756 1.1666 0.2585
7 O 3.2236 -0.2478 0.6854
8 F 3.4467 0.0366 -0.6401
9 H -1.2602 -1.6633 0.7314
10 H -1.0053 -1.9541 -0.9589
11 H -0.5907 0.1360 -1.7155
12 H -2.0581 0.3421 -0.9268
13 H 0.9274 -2.1876 0.5501
14 H 1.2724 -1.3225 -0.8699
15 H -0.5842 2.3283 -0.6214
16 H -0.8570 1.2075 1.0517
17 H 0.9186 -0.1924 2.0118
18 H 1.4450 0.7913 -0.5934
19 H 1.3813 1.9266 0.7585

Atoms 1-6, force components in eV/Å:
0.4398 -2.3598 0.3386
0.6317 0.9918 -0.6233
-3.4921 0.6168 1.8283
-0.0436 -1.2642 1.8819
4.5115 -1.6345 -0.6802
-0.7028 -2.8535 -1.3444

Calculated values
- Frontier orbital gap (alpha / beta): 8.83 / 8.68 eV
- Total charge: +1
- E: -426.4606 Ha
- ΔE to the lowest compared entry with this formula, charge and spin: 630.1 kJ/mol
- E_HOMO (alpha / beta): -14.41 / -14.29 eV

---

No. 4
Here is a structure of composition C5H11IN3 in a non-equilibrium geometry from OMol25. Energies are from the ωB97M-V functional and the def2-TZVPD basis.

CARTESIAN COORDINATES (ANGSTROEM)
1 C 0.0487 -0.0101 -0.5625
2 C 0.2092 -1.4286 1.3172
3 C 0.9267 -2.0288 0.1298
4 C -1.2226 0.6546 1.4162
5 C 0.6704 3.6683 -1.3898
6 N -0.3438 -0.1581 0.7405
7 N 0.8373 -1.0312 -0.8968
8 N 0.7250 2.8308 -0.2468
9 I 2.4771 2.4186 0.4609
10 H -0.5713 -2.1869 1.5746
11 H 0.8249 -1.2387 2.2747
12 H 1.9690 -2.4430 0.0719
13 H 0.4832 -2.9556 -0.3426
14 H -0.9401 0.6893 2.4155
15 H -1.2603 1.6136 0.7301
16 H -2.2686 0.2793 1.3129
17 H 1.5210 3.4318 -1.9495
18 H -0.1958 3.3609 -1.9853
19 H 0.4477 4.7285 -0.9970
20 H 1.0227 -1.1326 -1.8318

Atoms 1-6, force components in eV/Å:
-0.0910 0.5919 2.0301
-0.2074 -0.5428 1.3239
1.6241 -3.1676 -2.4019
-3.0428 2.3768 -3.0064
-1.3033 -0.1629 0.5280
2.9139 -2.7883 -2.9918

Calculated values
- Frontier orbital gap (alpha / beta): 5.00 / 4.99 eV
- Total charge: +1
- E: -658.5942 Ha
- ΔE to the lowest compared entry with this formula, charge and spin: 699.9 kJ/mol
- E_HOMO (alpha / beta): -12.26 / -12.26 eV